{
  "formula": "C53H53N4O",
  "method": "the ωB97M-V functional and the def2-TZVPD basis",
  "total_charge": 1,
  "de_lowest_kcal_mol": 0.00,
  "mol_weight_g_mol": 762.0,
  "max_force_ev_per_a": 4.421,
  "e_lumo_ev": -4.6,
  "orbital_gap_ev": 3.5095,
  "species": ["C", "C", "C", "C", "C", "C", "N", "C", "C", "C", "C", "C", "C", "C", "C", "C", "C", "O", "N", "C", "C", "C", "C", "C", "C", "C", "C", "C", "N", "C", "C", "C", "C", "C", "C", "C", "C", "C", "C", "H", "H", "H", "H", "H", "H", "H", "H", "H", "H", "H", "H", "H", "H", "H", "H", "H", "H", "H", "H", "H", "H", "H", "H", "H", "H", "H", "H", "H", "H", "H", "H", "H", "H", "H", "C", "C", "N", "C", "C", "C", "C", "C", "C", "C", "C", "C", "C", "C", "C", "C", "C", "C", "C", "H", "H", "H", "H", "H", "H", "H", "H", "H", "H", "H", "H", "H", "H", "H", "H", "H", "H"],
  "positions_angstrom": [[2.282, -3.759, 6.494], [1.364, -3.040, 5.547], [0.475, -2.091, 6.053], [-0.486, -1.488, 5.232], [-1.618, -0.715, 5.833], [-0.432, -1.734, 3.857], [-1.315, -1.027, 2.984], [-1.425, 0.350, 2.901], [-0.597, 1.383, 3.537], [0.874, 1.385, 3.514], [1.532, 2.199, 4.562], [1.660, 0.438, 2.784], [1.286, 0.027, 1.487], [2.054, -0.910, 0.810], [3.209, -1.446, 1.385], [3.660, -0.960, 2.613], [2.918, -0.007, 3.287], [-1.221, 2.273, 4.183], [-2.659, 0.608, 2.452], [-3.366, 1.843, 2.372], [-2.778, 2.930, 1.703], [-1.541, 2.778, 0.884], [-3.404, 4.177, 1.765], [-4.658, 4.322, 2.356], [-5.309, 5.670, 2.426], [-5.289, 3.193, 2.875], [-4.654, 1.949, 2.926], [-5.347, 0.813, 3.595], [-3.300, -0.570, 2.108], [-2.514, -1.549, 2.474], [-2.902, -2.969, 2.470], [-3.583, -3.487, 1.338], [-3.995, -4.822, 1.307], [-3.783, -5.649, 2.416], [-3.138, -5.146, 3.551], [-2.727, -3.813, 3.596], [0.400, -2.726, 3.328], [0.250, -3.144, 1.899], [1.338, -3.330, 4.179], [2.857, -4.531, 5.965], [2.993, -3.070, 6.977], [1.705, -4.246, 7.296], [0.455, -1.858, 7.121], [-2.598, -1.189, 5.621], [-1.486, -0.696, 6.923], [-1.659, 0.331, 5.497], [2.423, 2.714, 4.161], [0.822, 2.941, 4.951], [1.836, 1.547, 5.412], [0.409, 0.498, 1.043], [1.756, -1.213, -0.196], [3.779, -2.209, 0.855], [4.623, -1.278, 3.009], [3.294, 0.396, 4.237], [-1.444, 3.622, 0.192], [-0.648, 2.749, 1.525], [-1.553, 1.863, 0.276], [-2.883, 5.041, 1.342], [-6.372, 5.572, 2.671], [-4.852, 6.312, 3.193], [-5.213, 6.203, 1.473], [-6.296, 3.273, 3.282], [-6.417, 1.051, 3.650], [-5.223, -0.119, 3.031], [-4.991, 0.659, 4.623], [-3.776, -2.819, 0.492], [-4.494, -5.220, 0.424], [-4.099, -6.690, 2.399], [-2.958, -5.777, 4.423], [-2.279, -3.389, 4.500], [1.192, -3.548, 1.503], [-0.525, -3.915, 1.791], [-0.044, -2.295, 1.270], [2.036, -4.074, 3.779], [3.111, 0.237, -3.723], [3.480, 0.635, -2.355], [4.587, 0.109, -1.758], [5.321, -1.061, -2.224], [4.859, 0.771, -0.564], [3.831, 1.723, -0.367], [3.779, 2.416, 0.829], [4.790, 2.226, 1.783], [5.866, 1.359, 1.512], [5.895, 0.587, 0.342], [2.942, 1.676, -1.530], [1.785, 2.422, -1.745], [1.570, 3.838, -1.476], [1.079, 4.286, -0.226], [0.639, 5.596, -0.038], [0.610, 6.491, -1.115], [-0.080, 7.815, -1.011], [1.228, 6.112, -2.321], [1.694, 4.821, -2.503], [2.240, 0.823, -4.032], [3.931, 0.459, -4.427], [2.870, -0.833, -3.818], [5.797, -1.563, -1.372], [4.627, -1.754, -2.714], [6.115, -0.800, -2.935], [2.936, 3.082, 0.992], [4.731, 2.752, 2.744], [6.676, 1.282, 2.230], [6.691, -0.119, 0.130], [1.025, 1.949, -2.374], [0.997, 3.558, 0.582], [0.266, 5.901, 0.942], [0.252, 8.481, -1.812], [-1.165, 7.698, -1.124], [0.090, 8.308, -0.049], [1.302, 6.843, -3.127], [2.146, 4.524, -3.453]],
  "forces_ev_per_a": [[0.3, -0.2, 0.1], [0.0, 0.3, -0.2], [-0.6, 0.0, -0.4], [0.3, 0.0, 0.1], [-0.2, 0.5, 0.4], [0.9, -0.7, 0.2], [-1.5, 0.8, -0.3], [-0.9, -1.0, 0.5], [3.9, 1.7, 1.0], [-3.2, -0.9, 0.0], [0.1, 0.4, 0.5], [0.6, 0.0, -0.3], [0.4, -0.1, 0.3], [0.1, 0.0, -0.1], [0.0, 0.0, -0.3], [-0.2, 0.2, -0.2], [-0.3, 0.0, 0.2], [-0.6, -0.8, -0.4], [0.5, -1.7, -0.6], [-0.5, 1.1, -0.5], [-0.5, -0.1, 0.2], [0.5, 0.1, -0.1], [0.0, -0.4, 0.1], [0.2, -0.1, 0.1], [-0.2, 0.3, 0.0], [0.4, -0.1, -0.1], [0.6, 0.3, -0.1], [-0.6, -0.4, 0.1], [0.3, -0.2, 0.1], [0.3, 1.2, 0.5], [-0.8, -1.2, -0.3], [0.4, 0.2, 0.4], [0.0, 0.2, 0.3], [0.4, 0.3, 0.0], [-0.1, 0.3, -0.1], [0.1, 0.6, -0.5], [0.4, 0.3, 0.2], [0.2, -0.2, -0.5], [-0.4, -0.1, 0.2], [-0.1, 0.2, 0.2], [-0.2, -0.2, -0.2], [0.2, 0.1, -0.3], [0.0, -0.2, -0.3], [0.5, 0.2, 0.0], [-0.2, 0.0, -0.3], [-0.1, -0.2, 0.1], [-0.2, -0.2, 0.3], [0.3, -0.2, -0.1], [0.0, 0.4, -0.3], [0.2, -0.2, -0.1], [0.0, -0.1, 0.2], [-0.1, 0.2, 0.0], [-0.2, -0.1, 0.0], [-0.3, -0.3, -0.5], [0.0, -0.2, 0.2], [-0.2, 0.0, -0.2], [0.0, 0.1, 0.2], [-0.3, -0.3, 0.0], [0.2, 0.1, -0.1], [0.0, -0.3, -0.1], [-0.1, -0.1, 0.2], [0.2, 0.0, 0.0], [0.2, -0.2, 0.1], [-0.2, 0.3, 0.3], [0.0, 0.0, -0.2], [0.1, -0.3, 0.3], [0.1, 0.2, 0.2], [0.0, 0.2, 0.0], [-0.2, 0.1, -0.3], [-0.1, -0.4, -0.3], [-0.3, 0.1, 0.1], [0.2, 0.1, 0.1], [0.1, -0.3, 0.1], [-0.3, 0.2, 0.1], [-0.5, 0.1, -0.6], [1.4, -1.6, 0.8], [-1.5, 0.4, -1.2], [0.3, -0.2, -0.3], [-0.5, 0.9, 1.0], [1.2, 0.1, 0.0], [0.0, 0.1, 0.2], [0.1, -0.2, -0.4], [-0.4, 0.2, -0.2], [-0.3, 0.3, -0.1], [-1.1, 0.8, 1.1], [1.9, -1.2, -1.4], [-0.9, 1.9, 1.4], [0.4, -0.3, -0.5], [-0.1, -0.1, -0.4], [0.4, -0.3, 0.1], [0.0, 0.4, 0.0], [-0.3, -0.1, 0.5], [0.0, -1.2, 0.1], [0.2, -0.2, -0.1], [-0.3, -0.1, 0.3], [0.1, 0.3, 0.1], [-0.3, 0.2, -0.2], [0.2, 0.2, 0.2], [-0.2, 0.1, 0.1], [0.4, -0.1, 0.3], [0.1, -0.2, -0.5], [-0.1, -0.1, -0.1], [0.0, 0.1, 0.2], [0.3, 0.2, -0.4], [0.0, 0.3, -0.2], [0.0, -0.1, -0.3], [0.0, 0.0, 0.2], [0.2, -0.1, 0.0], [0.0, -0.1, -0.1], [0.0, -0.3, 0.2], [-0.2, 0.2, 0.2]],
  "mulliken_charge": [-1.6105, 0.8870, -1.4339, 0.8792, -1.1658, -0.3694, 1.7471, -0.1531, -0.5414, 0.3910, -2.1793, 1.9051, -0.0077, -0.5441, -0.5026, -1.0807, -0.6835, -0.8001, 1.3772, 0.2845, 0.2257, -0.2457, -1.1335, 0.4237, -1.4886, -0.9236, 0.7828, -1.3625, -1.5006, 0.6797, 0.1484, -0.6782, -0.6688, -0.4570, -0.8263, 0.5043, 1.4730, -2.0998, -1.0213, 0.3901, 0.3279, 0.3428, 0.4361, 0.2124, 0.5310, 0.1321, 0.1525, 0.5088, 0.3831, 0.0459, 0.1515, 0.2991, 0.4891, 0.3342, 0.8255, -0.4342, 0.2311, 0.5127, 0.3586, 0.2888, 0.3604, 0.3454, 0.4793, 0.2190, 0.2630, 0.4235, 0.4016, 0.4025, 0.4287, 0.3103, 0.5963, 0.3920, 0.2519, 0.3087, -1.6111, 0.0111, 0.3848, -1.1277, -0.8552, 1.2912, 0.5840, -0.7279, -0.9551, -0.7447, 1.5430, -1.4822, 0.2420, 0.6994, -1.0200, 0.9824, -1.4396, -0.9598, -0.8097, 0.4011, 0.3438, 0.4031, 0.4075, 0.3834, 0.3499, 0.3602, 0.4055, 0.4197, 0.4384, 0.6137, 0.2463, 0.4478, 0.3891, 0.2742, 0.3688, 0.3473, 0.4635]
}

***

{
  "formula": "C53H55BaIN10O5S2",
  "method": "the ωB97M-V functional and the def2-TZVPD basis",
  "total_charge": -2,
  "de_lowest_kcal_mol": 20.86,
  "mol_weight_g_mol": 1240.5,
  "max_force_ev_per_a": 2.282,
  "e_lumo_ev": 3.7,
  "orbital_gap_ev": 5.7392,
  "species": ["Ba", "C", "C", "N", "C", "C", "C", "O", "C", "C", "N", "C", "C", "C", "C", "C", "C", "I", "C", "O", "H", "H", "H", "H", "H", "H", "H", "H", "H", "H", "H", "H", "C", "C", "C", "C", "C", "C", "C", "C", "C", "S", "C", "N", "H", "H", "H", "H", "H", "H", "H", "H", "N", "C", "C", "C", "C", "C", "C", "S", "O", "O", "N", "C", "N", "C", "C", "C", "N", "H", "H", "H", "H", "H", "H", "H", "H", "H", "C", "C", "N", "C", "C", "C", "O", "C", "C", "C", "C", "N", "C", "H", "H", "H", "H", "H", "H", "H", "H", "H", "H", "H", "H", "H", "H", "C", "N", "C", "C", "C", "C", "C", "C", "C", "C", "H", "H", "H", "H", "H", "H", "H", "H", "H", "H", "H", "H"],
  "positions_angstrom": [[0.314, -0.313, 0.307], [-4.553, 0.451, 0.821], [-4.345, -0.511, -0.295], [-5.395, -1.039, -0.897], [-5.190, -1.922, -1.876], [-3.942, -2.373, -2.285], [-3.888, -3.404, -3.387], [-4.397, -4.672, -3.003], [-2.821, -1.824, -1.658], [-1.410, -2.229, -1.887], [-0.858, -3.368, -1.800], [-1.508, -4.570, -1.474], [-1.297, -5.584, -2.419], [-1.726, -6.874, -2.214], [-2.354, -7.200, -1.021], [-2.563, -6.217, -0.073], [-2.165, -4.896, -0.287], [-2.650, -3.547, 1.211], [-3.011, -0.833, -0.669], [-2.008, -0.313, -0.052], [-5.617, 0.616, 0.973], [-4.105, 0.074, 1.743], [-4.050, 1.398, 0.617], [-6.076, -2.322, -2.358], [-4.538, -3.081, -4.208], [-2.867, -3.492, -3.788], [-3.903, -4.960, -2.225], [-0.701, -1.431, -2.125], [-0.767, -5.314, -3.322], [-1.551, -7.628, -2.969], [-2.669, -8.215, -0.820], [-3.052, -6.457, 0.861], [-1.133, 0.592, -4.314], [-0.928, 2.060, -4.103], [-1.673, 2.992, -4.869], [-1.461, 4.319, -4.651], [-0.522, 4.736, -3.677], [-0.256, 6.109, -3.452], [0.674, 6.443, -2.504], [1.335, 5.456, -1.765], [1.107, 4.100, -1.925], [1.942, 2.938, -0.953], [0.149, 3.739, -2.942], [-0.068, 2.420, -3.187], [-1.572, 0.377, -5.289], [-1.805, 0.197, -3.553], [-0.181, 0.070, -4.228], [-2.389, 2.642, -5.603], [-1.999, 5.075, -5.215], [-0.785, 6.855, -4.031], [0.909, 7.483, -2.306], [2.059, 5.754, -1.018], [6.277, -3.378, 4.613], [5.265, -3.503, 3.659], [5.581, -3.736, 2.323], [4.584, -3.797, 1.368], [3.258, -3.630, 1.737], [2.936, -3.407, 3.064], [3.932, -3.343, 4.019], [1.972, -3.771, 0.532], [0.753, -4.040, 1.269], [2.423, -4.739, -0.438], [1.721, -2.312, -0.101], [2.610, -1.755, -0.984], [3.810, -2.311, -1.216], [4.551, -1.711, -2.127], [4.167, -0.569, -2.807], [2.935, -0.032, -2.454], [2.170, -0.619, -1.558], [7.133, -3.851, 4.375], [5.986, -3.560, 5.560], [6.617, -3.856, 2.026], [4.820, -3.976, 0.333], [1.901, -3.274, 3.342], [3.673, -3.134, 5.049], [5.525, -2.158, -2.319], [4.804, -0.102, -3.544], [2.546, 0.899, -2.848], [-5.716, 5.967, 5.529], [-4.438, 5.680, 6.302], [-3.440, 4.991, 5.498], [-3.176, 3.597, 5.829], [-4.325, 2.664, 5.480], [-2.673, 5.769, 4.682], [-2.797, 6.990, 4.673], [-1.696, 5.103, 3.772], [-0.428, 5.660, 3.613], [0.436, 5.074, 2.708], [0.006, 3.958, 1.988], [-1.206, 3.440, 2.119], [-2.034, 4.011, 2.978], [-6.449, 6.459, 6.168], [-6.158, 5.051, 5.142], [-5.500, 6.624, 4.689], [-4.640, 5.049, 7.172], [-4.005, 6.619, 6.658], [-2.974, 3.544, 6.907], [-2.260, 3.284, 5.333], [-5.239, 2.945, 6.002], [-4.080, 1.643, 5.767], [-4.533, 2.672, 4.413], [-0.151, 6.534, 4.187], [1.430, 5.457, 2.531], [0.675, 3.491, 1.270], [-3.026, 3.584, 3.031], [-0.738, 0.626, 6.374], [0.542, 0.846, 5.748], [0.642, 2.217, 5.275], [0.733, -0.109, 4.647], [2.069, 0.001, 3.940], [3.213, -0.022, 4.729], [4.464, 0.041, 4.144], [4.544, 0.127, 2.763], [3.381, 0.164, 2.011], [2.076, 0.110, 2.541], [-0.891, 1.335, 7.190], [-0.791, -0.386, 6.782], [-1.578, 0.741, 5.664], [0.563, 2.909, 6.117], [-0.151, 2.463, 4.543], [1.597, 2.372, 4.779], [-0.066, 0.022, 3.890], [0.603, -1.112, 5.077], [3.125, -0.088, 5.808], [5.362, 0.007, 4.749], [5.512, 0.169, 2.277], [3.524, 0.268, 0.937]],
  "forces_ev_per_a": [[0.3, 2.0, 1.1], [0.0, 0.2, 0.2], [0.1, -0.1, -0.4], [0.0, 0.0, 0.0], [0.0, -0.3, -0.2], [-0.2, 0.1, 0.1], [0.1, 0.1, -0.2], [-0.1, -0.1, 0.0], [-0.1, -0.1, -0.1], [-0.1, 0.0, 0.1], [-0.3, 0.1, 0.2], [0.4, 0.1, -0.3], [0.0, -0.1, 0.0], [0.0, 0.0, 0.0], [-0.1, 0.0, 0.1], [-0.1, 0.0, 0.0], [-0.1, -0.2, -0.1], [0.2, 0.0, 0.2], [0.0, -0.1, 0.0], [-1.1, 0.1, -0.1], [0.0, 0.0, 0.0], [0.0, -0.1, 0.1], [0.0, 0.0, 0.0], [0.0, 0.0, 0.0], [0.1, 0.0, 0.1], [-0.1, 0.0, 0.1], [0.0, 0.0, 0.0], [-0.2, 0.1, -0.1], [0.1, 0.0, 0.0], [0.0, 0.0, 0.0], [0.0, 0.0, 0.0], [0.0, 0.0, 0.0], [0.0, -0.2, -0.1], [-0.1, 0.1, 0.0], [0.1, 0.1, 0.1], [0.1, 0.0, 0.1], [-0.2, 0.4, -0.3], [0.0, -0.1, 0.0], [-0.1, 0.1, -0.1], [0.1, 0.2, 0.2], [0.1, -0.2, 0.1], [0.0, -0.1, 0.1], [0.1, -0.3, 0.1], [-0.1, -0.1, -0.1], [0.0, 0.0, 0.0], [-0.1, -0.1, 0.1], [0.0, 0.0, 0.0], [0.0, 0.0, 0.0], [0.0, 0.0, 0.0], [0.0, 0.0, 0.0], [0.0, 0.0, 0.0], [0.0, 0.0, 0.0], [0.2, 0.1, 0.1], [-0.1, 0.0, -0.1], [0.0, 0.0, 0.0], [0.1, -0.1, 0.0], [0.0, -0.1, 0.0], [-0.1, 0.2, 0.1], [0.0, 0.0, 0.0], [-0.4, 0.4, -0.1], [0.2, -0.2, 0.0], [-0.1, -0.1, 0.0], [1.4, -0.8, -0.8], [-0.3, -1.0, 0.6], [0.1, 0.1, -0.1], [0.2, 0.1, -0.1], [-0.1, 0.2, -0.1], [0.3, 0.0, -0.1], [0.0, -0.3, -0.2], [0.0, 0.0, 0.0], [0.0, 0.0, 0.0], [0.1, 0.0, 0.0], [0.0, 0.0, -0.1], [0.0, 0.0, 0.0], [0.0, 0.0, 0.1], [0.0, 0.0, 0.0], [0.0, 0.0, 0.0], [0.0, 0.1, -0.1], [0.0, 0.0, 0.0], [0.0, 0.1, 0.1], [0.0, 0.0, 0.0], [0.1, 0.0, 0.1], [0.1, 0.0, 0.0], [0.0, 0.1, -0.1], [0.0, -0.1, 0.0], [0.1, 0.1, -0.1], [0.0, -0.2, -0.1], [-0.1, -0.1, 0.0], [0.4, 0.2, 0.0], [-0.2, -0.2, -0.3], [0.0, 0.2, 0.3], [0.0, 0.0, 0.0], [0.0, -0.1, 0.0], [0.0, 0.0, 0.0], [0.0, 0.0, 0.0], [-0.1, -0.1, 0.0], [0.0, 0.0, 0.0], [-0.1, 0.0, 0.0], [-0.1, 0.0, 0.1], [0.0, -0.1, 0.0], [0.0, 0.0, -0.1], [0.0, 0.0, 0.0], [0.0, 0.0, 0.0], [0.0, 0.0, 0.0], [-0.1, 0.0, 0.0], [0.0, 0.0, 0.0], [0.1, 0.0, 0.0], [-0.1, 0.0, -0.1], [-0.2, 0.0, 0.0], [-0.5, 0.0, 0.1], [0.1, 0.0, 0.1], [0.1, 0.0, 0.0], [0.1, 0.0, 0.1], [-0.2, 0.1, -0.2], [0.2, -0.1, 0.2], [0.0, 0.0, 0.0], [0.0, 0.0, 0.0], [-0.1, 0.0, -0.1], [0.0, 0.0, 0.0], [0.0, 0.0, 0.0], [0.1, 0.0, 0.0], [0.1, 0.0, 0.1], [0.0, 0.0, 0.0], [0.0, 0.0, 0.1], [0.1, 0.0, 0.0], [0.1, 0.0, -0.1], [-0.1, 0.0, -0.2]],
  "mulliken_charge": [2.2191, -1.1766, 0.8919, -0.7590, -0.9759, 1.0217, -1.0379, -0.5710, 0.1239, -1.1982, -0.0628, -0.1699, -0.1930, -0.6810, -0.6531, -0.4772, 0.3174, 0.1945, -0.2602, -0.8118, 0.4212, 0.2463, 0.2699, 0.3943, 0.5406, 0.3004, 0.3964, 1.1653, 0.4644, 0.3892, 0.3746, 0.3796, -0.8841, 0.7009, -0.8145, -0.8132, 1.1313, -0.8839, -0.5386, -0.5383, 0.4061, -0.2710, -0.7483, 0.1385, 0.4523, -0.0745, 0.1800, 0.3962, 0.3461, 0.2964, 0.3419, 0.3941, -0.6010, 1.3373, -0.8840, -0.3934, -0.9520, -0.0783, -0.6863, 1.4248, -0.7389, -0.7616, -0.3018, 0.1683, -0.3125, -0.2838, -1.0518, -0.0530, 0.0755, 0.2109, 0.2360, 0.2700, 0.5100, 0.4321, 0.0925, 0.3824, 0.3991, 0.2438, -1.1297, -0.8759, 0.3509, 0.1215, -1.2461, 0.1910, -0.6808, 0.8441, -0.5507, -0.9052, 0.1057, -0.1431, -0.3891, 0.3847, 0.2756, 0.3107, 0.4197, 0.4449, 0.3557, -0.3136, 0.3844, 0.4527, 0.2263, 0.4629, 0.5090, 0.1187, 0.3267, -0.8626, -0.0315, -1.0213, -1.2047, -0.2604, -0.4190, -0.6772, -0.6546, -0.5053, 0.8510, 0.3116, 0.3432, 0.2061, 0.4280, 0.1630, 0.3505, 0.0070, 0.6151, 0.3989, 0.3278, 0.3572, 0.2411]
}